Molecular formula: C4H7NO4
Method: DFT, ωB97M-V/def2-TZVPD

Results
- HOMO (eV) = -8.49
- ΔE to the lowest compared entry with this formula, charge and spin (kJ/mol) = 270.3
- E (hartree) = -512.27951
- LUMO energy (eV) = 0.40

Last column: Löwdin charge in e.
Cartesian coordinates (Å):
C (-1.0180, 0.6530, -0.7008)  -0.235
C (1.4412, 0.0649, -0.6667)  -0.482
C (-1.5397, -0.6786, -0.7050)  -0.020
C (0.6375, 0.5427, 0.5095)  -0.449
N (0.2112, -0.4635, 1.4124)  0.045
O (1.5048, -1.3051, -0.7187)  0.109
O (-1.3117, 1.7761, -1.0155)  0.127
O (1.8001, 0.7694, -1.5651)  0.130
O (0.8948, 1.7754, 0.9881)  0.050
H (-1.4391, -0.9281, 0.3447)  0.076
H (-2.5797, -0.6674, -1.0198)  0.101
H (-1.0784, -1.4752, -1.2366)  0.096
H (1.3060, -1.7086, 0.0922)  0.060
H (0.9860, -0.7508, 2.0727)  0.133
H (-0.5210, -0.0103, 1.9773)  0.118
H (0.7062, 2.4063, 0.2314)  0.141